{"formula": "C3H5O4Sn", "method": "ωB97M-V/def2-TZVPD", "species": ["C", "O", "C", "H", "H", "H", "H", "H", "Sn", "O", "C", "O", "O"], "coordinates": [[-0.880964, -1.591561, 0.037956], [-0.533190, -0.226955, 0.154128], [-1.596704, 0.768525, -0.023565], [-1.310347, -1.790057, -0.954777], [0.032299, -2.180299, 0.167355], [-1.610380, -1.863553, 0.814632], [-2.420109, 0.483063, 0.660921], [-1.936115, 0.687697, -1.074538], [0.644363, 1.171006, 0.713832], [-1.004564, 1.946644, 0.275896], [3.532763, 0.853224, -0.288290], [4.583508, 0.884333, -0.742385], [2.499436, 0.857930, 0.258836]], "forces_ev_per_a": [[-0.35, -1.42, -0.13], [-1.97, -2.53, -1.50], [-2.93, 0.12, -0.98], [0.18, 0.14, 0.29], [-0.23, 0.13, -0.02], [0.27, 0.16, -0.21], [0.35, 0.17, -0.23], [0.10, -0.03, 0.38], [0.65, 3.81, 7.04], [-3.32, 1.00, -1.71], [3.69, 0.07, -1.15], [-1.05, -0.03, 0.18], [4.62, -1.60, -1.97]], "total_charge": 1, "homo_ev": -12.6775, "orbital_gap_ha": 0.30792, "e_tot_ev": -17203.169}